Formula: C36H36AsI2MoN9OS2
Source: the Open Molecules 2025 dataset
Level of theory: ωB97M-V with the def2-TZVPD basis set

Geometry as XYZ:
```
88
C36H36AsI2MoN9OS2 (ωB97M-V with the def2-TZVPD basis set)
Mo -0.45 -0.51 1.20
C 2.37 -2.80 0.98
C 2.38 -1.75 2.02
N 1.40 -0.88 2.22
C 1.66 -0.07 3.29
C 2.85 -0.31 3.91
S 3.68 -1.58 3.13
C 0.60 0.83 3.69
C 0.56 1.72 4.73
S -0.99 2.42 4.86
C -1.52 1.48 3.52
N -0.58 0.72 2.99
C -2.93 1.49 3.06
H 1.91 -2.41 0.07
H 1.81 -3.67 1.33
H 3.38 -3.13 0.77
H 3.28 0.20 4.76
H 1.35 1.99 5.40
H -3.59 1.28 3.91
H -3.11 0.73 2.29
H -3.22 2.47 2.70
N -1.64 -4.51 0.23
C -1.56 -4.13 -1.07
C -1.13 -2.84 -1.09
N -0.93 -2.40 0.20
C -1.27 -3.45 0.98
C -1.23 -3.23 2.38
N -0.96 -1.97 2.75
C -1.03 -1.96 4.11
C -1.34 -3.21 4.56
N -1.47 -4.00 3.47
H -1.95 -5.41 0.56
H -1.80 -4.80 -1.88
H -0.97 -2.23 -1.96
H -0.86 -1.08 4.70
H -1.49 -3.57 5.56
H -1.69 -4.98 3.50
C 2.27 -2.85 -4.88
C 2.05 -1.48 -4.98
C 1.62 -0.76 -3.87
C 1.36 -1.40 -2.66
C 1.58 -2.77 -2.57
C 2.04 -3.48 -3.67
As 0.77 -0.15 -1.19
C -0.66 0.77 -2.16
C -1.95 0.32 -1.90
C -3.02 0.76 -2.67
C -2.81 1.69 -3.68
C -1.54 2.20 -3.89
C -0.46 1.74 -3.15
C 2.44 0.87 -1.24
C 2.53 2.25 -1.40
C 3.76 2.87 -1.43
C 4.93 2.13 -1.31
C 4.85 0.75 -1.15
C 3.62 0.12 -1.11
H 2.63 -3.40 -5.73
H 2.22 -0.97 -5.91
H 1.50 0.31 -3.96
H 1.37 -3.32 -1.66
H 2.23 -4.54 -3.58
H -2.15 -0.38 -1.07
H -4.01 0.37 -2.48
H -3.63 2.03 -4.29
H -1.37 2.93 -4.67
H 0.53 2.14 -3.35
H 1.62 2.84 -1.50
H 3.82 3.94 -1.54
H 5.89 2.62 -1.35
H 5.75 0.17 -1.05
H 3.56 -0.95 -1.00
I -4.91 -1.52 0.39
I -7.41 -2.54 0.19
C -2.08 4.98 -0.23
N -1.35 3.81 0.20
C 0.00 3.85 0.71
C 0.30 2.38 0.88
O 1.32 1.83 1.23
N -0.83 1.67 0.57
C -1.80 2.56 0.21
N -3.06 2.26 -0.05
H -1.42 5.84 -0.19
H -2.94 5.17 0.41
H -2.41 4.86 -1.26
H 0.05 4.40 1.66
H 0.70 4.34 0.02
H -3.38 1.31 -0.13
H -3.67 2.99 -0.40
```

* energy: -5655.9592 a.u.
* LUMO energy (alpha / beta): -12.73 / -12.46 eV
* multiplicity: 3
* HOMO-LUMO gap (alpha / beta): 5.12 / 5.39 eV
* charge: +4
* largest force on an atom: 2.1 eV Å⁻¹